Below is a single C4H9NO3 molecule at a distorted geometry, with properties calculated with ωB97M-V with the def2-TZVPD basis set.

```
17
Properties=species:S:1:pos:R:3:forces:R:3
C 0.76939 0.36277 -2.42825 0.486 -0.280 -0.160
C 0.09121 0.47968 -1.03030 0.788 1.078 -2.026
C -1.37845 -0.03750 -1.00994 0.469 -2.450 0.315
O -1.38293 -1.14302 -0.11077 -1.103 -2.933 0.178
N 0.99344 -0.11872 0.02161 -3.001 2.653 -0.617
C 0.39427 0.17520 1.25845 1.778 1.369 -0.438
O -0.27603 1.16284 1.47501 -0.252 -0.957 -0.053
O 0.95265 -0.58322 2.18221 0.227 -1.384 1.472
H 0.04946 0.29981 -3.26396 0.238 -0.010 0.495
H 1.49862 1.15765 -2.68678 -0.693 0.022 0.527
H 1.42479 -0.50659 -2.45518 -0.280 -0.500 -0.150
H -0.01057 1.57956 -0.91876 0.393 -0.774 0.749
H -1.83067 -0.50185 -1.89693 0.684 1.101 -0.645
H -2.06593 0.64125 -0.58148 -0.482 1.277 0.132
H -1.81910 -1.96789 -0.50599 0.987 2.117 0.808
H 1.29427 -1.04992 -0.16271 -0.088 -0.646 0.157
H 0.65442 -0.40531 3.09338 -0.152 0.315 -0.744
```
Forces are in eV/Å.

Output
**E_HOMO**: -9.92 eV
**2S+1**: 1
**Largest force on an atom**: 4.05 eV/Å
**LUMO level**: 0.64 eV
**ΔE to the lowest compared entry with this formula, charge and spin**: 32.6 kcal per mole

Below is 2 unconnected molecules or ions with the total composition C4H9NO3 at a distorted geometry, with properties calculated with ωB97M-V with the def2-TZVPD basis set.

```
17
Properties=species:S:1:pos:R:3:forces:R:3
N -0.51239 1.92857 0.46614 1.066 1.127 0.572
C -1.27486 0.84872 0.73016 -0.492 -0.505 -0.368
O -2.47498 0.92211 0.93376 0.058 0.185 0.042
C -0.61475 -0.53256 0.65944 -0.873 -0.220 1.025
C -0.64784 -1.17483 -0.71392 1.568 0.263 -1.039
C 0.16136 -0.47374 -1.80412 -1.248 0.600 -0.029
O 0.68354 0.60178 -1.70321 0.522 -0.215 -0.004
H 0.49342 1.91826 0.53849 -0.025 -0.840 -0.335
H -0.82439 2.85950 0.68991 -0.845 -0.192 -0.027
H -1.28983 -1.13758 1.27036 -0.008 0.044 0.047
H 0.33415 -0.53630 1.20035 -0.250 0.014 -0.726
H -1.64935 -1.28127 -1.13555 -0.161 0.068 0.218
H -0.20528 -2.17831 -0.75146 -0.270 -0.158 0.497
H 0.08808 -0.95061 -2.80475 0.246 -0.272 0.097
O 2.20921 -0.04405 0.84652 1.697 -0.620 -0.073
H 3.08988 0.19385 0.51421 -0.346 0.669 -0.117
H 2.43402 -0.96355 1.06368 -0.640 0.053 0.221
```
Forces are in eV/Å.

Output
**E_HOMO**: -9.36 eV
**2S+1**: 1
**Largest force on an atom**: 1.90 eV/Å
**LUMO level**: 0.33 eV
**ΔE to the lowest compared entry with this formula, charge and spin**: 29.3 kcal per mole

Below is 2 unconnected molecules or ions with the total composition C4H9NO3, with properties calculated with ωB97M-V with the def2-TZVPD basis set.

```
17
Properties=species:S:1:pos:R:3:forces:R:3
N 1.76733 -0.12700 2.68049 0.165 0.033 0.029
C 0.82053 0.70444 3.24679 -0.052 0.041 -0.093
O 0.96165 1.29256 4.27951 0.007 0.014 0.008
O -0.33282 0.78461 2.53320 0.055 -0.147 0.101
H 2.66636 -0.05451 3.13188 -0.048 -0.038 0.003
H 1.82135 -0.16579 1.67437 -0.083 -0.009 0.027
H -0.38841 0.03665 1.92425 -0.031 0.085 -0.096
C -1.51062 0.24672 -0.56547 -0.135 -0.091 -0.054
C -0.48299 0.17124 -1.39485 0.150 -0.056 -0.070
C -0.42032 -0.78573 -2.54416 0.117 0.073 0.037
O -0.21496 -0.02037 -3.72763 -0.059 -0.037 -0.024
H -1.55877 0.95704 0.24785 0.032 0.058 0.005
H -2.36658 -0.40242 -0.71429 -0.041 0.033 0.080
H 0.37868 0.82495 -1.29311 -0.049 0.056 0.030
H 0.41840 -1.47954 -2.40185 -0.054 -0.027 0.021
H -1.34635 -1.36580 -2.59500 -0.011 -0.005 -0.012
H -0.21249 -0.61705 -4.48199 0.035 0.018 0.007
```
Forces are in eV/Å.

Output
**E_HOMO**: -10.40 eV
**2S+1**: 1
**Largest force on an atom**: 0.19 eV/Å
**LUMO level**: 0.53 eV
**ΔE to the lowest compared entry with this formula, charge and spin**: 32.5 kcal per mole

Below is a single C4H9NO3 molecule at a distorted geometry, with properties calculated with ωB97M-V with the def2-TZVPD basis set.

```
17
Properties=species:S:1:pos:R:3:forces:R:3
C 0.87058 1.34053 -0.94132 -0.691 0.077 -0.241
C 0.74383 0.12192 0.01596 0.447 1.304 1.131
C -0.66255 -0.56396 0.02556 1.297 -1.810 -1.692
O -1.74392 0.24721 -0.18082 -0.932 1.602 -0.913
C -0.83585 -1.31818 1.33049 -1.224 0.911 -0.424
N -2.39559 -1.52818 1.45708 2.687 -0.065 0.371
O -3.03135 -0.67034 2.00402 -0.650 0.240 0.392
O -2.79380 -2.53688 0.93458 -0.471 -0.072 -0.021
H 0.92328 1.01061 -1.98931 0.094 -0.235 0.290
H -0.01613 2.01057 -0.96081 0.629 -0.317 0.523
H 1.78920 1.91327 -0.76234 -0.332 -0.099 0.156
H 1.17098 0.31301 1.08213 -1.425 0.493 -1.335
H 1.56498 -0.49728 -0.25860 0.156 -1.390 -0.773
H -0.77064 -1.28973 -0.87336 0.579 0.970 1.442
H -1.98824 0.83480 0.54188 0.317 -0.090 0.278
H -0.31425 -0.69055 2.04923 -1.078 -0.110 0.905
H -0.43104 -2.28220 1.33104 0.599 -1.408 -0.090
```
Forces are in eV/Å.

Output
**E_HOMO**: -10.80 eV
**2S+1**: 1
**Largest force on an atom**: 2.80 eV/Å
**LUMO level**: 0.55 eV
**ΔE to the lowest compared entry with this formula, charge and spin**: 110.3 kcal per mole

Below is 2 unconnected molecules or ions with the total composition C4H9NO3 at a distorted geometry, with properties calculated with ωB97M-V with the def2-TZVPD basis set.

```
17
Properties=species:S:1:pos:R:3:forces:R:3
C 2.12435 -0.57348 0.76659 0.183 -0.023 0.206
C 1.25405 -0.91589 -0.42876 -0.516 0.418 0.594
C -0.21591 -1.17817 -0.02030 1.037 -1.715 0.337
O -0.56070 -1.50740 1.10419 0.122 1.006 -1.873
O -1.03364 -1.30666 -1.09125 -0.461 0.311 0.214
H 1.81066 0.37256 1.21992 0.074 -0.138 -0.032
H 2.06369 -1.35155 1.53416 -0.038 0.154 -0.145
H 3.17057 -0.47580 0.46149 -0.143 0.032 0.041
H 1.30051 -0.11164 -1.16929 -0.117 -0.081 -0.040
H 1.61207 -1.83303 -0.90559 -0.177 0.016 -0.036
H -0.66563 -0.91728 -1.90861 0.013 -0.102 0.710
N -2.43132 1.79253 0.38319 0.061 0.076 0.194
C -1.19972 1.65255 -0.16495 0.389 -1.440 -0.354
O -0.93772 1.83857 -1.34316 -0.017 0.325 0.776
H -2.64994 1.33739 1.26110 0.193 0.201 -0.247
H -3.20282 2.01546 -0.23172 0.194 -0.028 0.066
H -0.43850 1.16184 0.53299 -0.797 0.988 -0.410
```
Forces are in eV/Å.

Output
**E_HOMO**: -10.27 eV
**2S+1**: 1
**Largest force on an atom**: 2.13 eV/Å
**LUMO level**: 0.80 eV
**ΔE to the lowest compared entry with this formula, charge and spin**: 10.8 kcal per mole

Below is a single C4H9NO3 molecule at a distorted geometry, with properties calculated with ωB97M-V with the def2-TZVPD basis set.

```
17
Properties=species:S:1:pos:R:3:forces:R:3
C -0.21451 1.33925 0.88765 0.129 1.747 0.780
C -0.31110 -0.16210 0.77341 -1.499 -1.004 0.670
C -1.76142 -0.52126 0.15576 3.568 -1.462 -1.683
O -1.57137 -0.52432 -1.28054 -0.904 0.775 0.158
N 0.64332 -0.89633 -0.04883 2.129 1.177 0.375
C 1.81373 -0.31476 -0.51189 -2.589 0.912 0.037
O 2.15782 0.82798 -0.29067 0.639 -0.543 0.106
O 2.35688 -1.09848 -1.43854 0.805 -0.804 -0.509
H -1.15209 1.67281 1.34893 -0.385 -0.070 -0.698
H 0.42851 1.79930 1.64041 0.802 -0.976 0.106
H 0.07264 1.96416 0.03964 -0.611 -0.544 -0.416
H -0.26240 -0.54151 1.82481 -0.225 0.074 -0.686
H -2.54632 0.14593 0.46005 -0.439 -0.154 0.462
H -1.82815 -1.61824 0.24343 -1.032 0.544 1.019
H -1.38735 0.37539 -1.57054 0.017 0.042 -0.060
H 0.53318 -1.86011 -0.32630 -0.528 0.247 0.151
H 3.02862 -0.58770 -1.90678 0.122 0.036 0.188
```
Forces are in eV/Å.

Output
**E_HOMO**: -9.55 eV
**2S+1**: 1
**Largest force on an atom**: 4.21 eV/Å
**LUMO level**: 0.72 eV
**ΔE to the lowest compared entry with this formula, charge and spin**: 31.6 kcal per mole

Below is a molecular structure, C4H9NO3P at a distorted geometry, with properties calculated with ωB97M-V with the def2-TZVPD basis set.

```
18
Properties=species:S:1:pos:R:3:forces:R:3
C 1.63862 1.02410 -0.58101 0.975 1.919 1.187
C 2.53785 2.01130 -0.32369 0.686 -1.357 -0.089
C -0.20730 -0.74609 0.85067 1.145 1.702 0.534
C -0.26100 -1.91072 -0.05214 -2.295 0.158 1.686
N -1.69858 -2.39856 -0.05317 -0.095 3.150 -4.009
O -0.49481 2.05034 1.07578 0.275 0.148 0.600
O -0.17221 1.11686 -1.33015 0.108 -0.381 0.440
O -2.24502 0.67183 -0.03133 0.364 -0.635 -0.163
P -0.57875 0.89921 0.14590 -0.781 0.034 0.134
H 1.90161 0.33539 -1.30088 0.463 -1.719 -1.267
H 0.07420 -0.82995 1.94190 -0.404 0.130 -1.432
H 3.61762 1.87103 -0.64445 -1.307 -0.029 -0.172
H 2.49806 2.77607 0.42159 -0.752 0.448 0.321
H 0.34503 -2.70803 0.30525 0.833 -0.746 -0.297
H -0.14985 -1.57042 -1.04225 0.969 -0.055 -1.307
H -2.22726 -1.45629 -0.35916 0.942 -2.953 1.304
H -1.98026 -2.67400 0.82574 -0.793 -0.282 2.430
H -2.59793 1.53795 0.15138 -0.333 0.468 0.100
```
Forces are in eV/Å.

Output
**E_HOMO (alpha / beta)**: -4.02 / -2.93 eV
**2S+1**: 1
**Largest force on an atom**: 5.10 eV/Å
**LUMO level (alpha / beta)**: 3.94 / 3.58 eV
**ΔE to the lowest compared entry with this formula, charge and spin**: 128.0 kcal per mole
**Net charge**: -1

Below is 2 unconnected molecules or ions with the total composition C4H9NOS at a distorted geometry, with properties calculated with ωB97M-V with the def2-TZVPD basis set.

```
16
Properties=species:S:1:pos:R:3:forces:R:3
C -2.80615 -0.76096 -0.38395 -1.933 -0.619 0.246
C -2.06401 -0.52231 0.64399 1.841 1.042 1.472
C 2.20837 -1.35008 -0.14900 3.263 1.354 -3.592
C 0.37312 2.02803 0.56071 2.491 -3.621 -0.495
N 1.53871 -0.23314 0.43002 -1.406 -0.641 0.855
O 0.02718 0.56450 -1.57630 -0.355 -1.158 1.421
S 0.21336 0.31540 -0.12017 -0.445 1.850 -0.535
H -3.90054 -1.08296 -0.32483 1.590 0.438 0.014
H -2.35885 -0.64690 -1.32680 0.269 0.079 -1.505
H -2.31677 -0.51772 1.73831 0.702 -0.001 -1.190
H 2.19775 -1.18284 -1.30001 -0.537 -0.945 1.436
H 2.06808 -2.41573 0.07810 -0.489 0.573 0.484
H 3.33246 -1.07401 -0.07137 -1.550 -0.909 0.639
H 1.19188 2.46652 0.05769 1.186 -0.045 -0.960
H -0.41096 2.50989 0.20856 -4.187 2.354 -0.437
H 0.70635 1.90230 1.53505 -0.441 0.249 2.147
```
Forces are in eV/Å.

Output
**E_HOMO (alpha / beta)**: -8.50 / -8.50 eV
**2S+1**: 1
**Largest force on an atom**: 5.04 eV/Å
**LUMO level (alpha / beta)**: -0.75 / -0.63 eV
**ΔE to the lowest compared entry with this formula, charge and spin**: 158.2 kcal per mole

What did the sixth record say?
Below is a single C4H9NO3 molecule at a distorted geometry, with properties calculated with ωB97M-V with the def2-TZVPD basis set.

```
17
Properties=species:S:1:pos:R:3:forces:R:3
C -0.21451 1.33925 0.88765 0.129 1.747 0.780
C -0.31110 -0.16210 0.77341 -1.499 -1.004 0.670
C -1.76142 -0.52126 0.15576 3.568 -1.462 -1.683
O -1.57137 -0.52432 -1.28054 -0.904 0.775 0.158
N 0.64332 -0.89633 -0.04883 2.129 1.177 0.375
C 1.81373 -0.31476 -0.51189 -2.589 0.912 0.037
O 2.15782 0.82798 -0.29067 0.639 -0.543 0.106
O 2.35688 -1.09848 -1.43854 0.805 -0.804 -0.509
H -1.15209 1.67281 1.34893 -0.385 -0.070 -0.698
H 0.42851 1.79930 1.64041 0.802 -0.976 0.106
H 0.07264 1.96416 0.03964 -0.611 -0.544 -0.416
H -0.26240 -0.54151 1.82481 -0.225 0.074 -0.686
H -2.54632 0.14593 0.46005 -0.439 -0.154 0.462
H -1.82815 -1.61824 0.24343 -1.032 0.544 1.019
H -1.38735 0.37539 -1.57054 0.017 0.042 -0.060
H 0.53318 -1.86011 -0.32630 -0.528 0.247 0.151
H 3.02862 -0.58770 -1.90678 0.122 0.036 0.188
```
Forces are in eV/Å.

Output
**E_HOMO**: -9.55 eV
**2S+1**: 1
**Largest force on an atom**: 4.21 eV/Å
**LUMO level**: 0.72 eV
**ΔE to the lowest compared entry with this formula, charge and spin**: 31.6 kcal per mole